198
Properties=species:S:1:pos:R:3:forces:R:3 method="wB97M-V/def2-TZVPD" e_above_lowest_kcal_mol=0.0 e_homo_ha=-0.466 total_charge=+5
N 3.33171 5.64350 -4.42724 0.7803 0.1635 0.6268
H 0.86282 -2.40063 1.80525 -0.1151 0.2713 0.1038
H 5.80715 10.61105 -4.76829 -0.1736 0.7084 0.7420
C -7.39129 -4.81088 -5.36417 -1.9768 -1.4578 -0.7355
H 2.04792 -12.46744 -0.34577 0.2972 0.1583 -0.1210
C 1.78705 -11.66809 0.34784 1.1369 0.0594 0.6133
H 9.11213 -3.85157 -4.60244 0.8655 0.6201 -0.4886
H -3.20714 2.03555 10.44702 0.6143 0.1906 -0.0510
H 1.26067 -11.81469 2.51887 -0.1109 0.0170 -0.2399
H 5.92477 8.84316 -3.33170 -0.2769 -0.6770 0.3686
H -7.27103 9.05315 3.67829 -0.0717 0.1391 -0.1741
H -4.76069 -6.88938 -7.51992 -0.5768 -0.1863 0.3551
H -2.76553 4.58279 8.58028 0.8785 -0.1582 0.2178
C 1.98699 -12.20101 1.80382 -0.5033 -0.2824 -0.3109
H -1.20353 -7.02817 -6.06772 0.2722 0.4872 0.1495
C 2.95131 4.44562 -6.64236 -0.0807 -0.4915 1.8516
H 1.60619 -8.71067 0.24452 -0.2068 -0.6084 -0.0237
H -7.88121 11.96618 4.30607 1.0899 0.2396 0.6157
H -4.52495 -5.37499 -6.65382 0.2049 0.0368 0.1388
C -7.88651 10.62296 6.09842 0.4087 0.3307 -0.7690
H -2.71827 3.75680 10.97715 0.5859 -0.6048 -0.0045
H -6.18576 -8.63214 -6.36402 0.5693 -0.0561 -0.0752
H 2.17839 6.46436 -7.04769 0.3760 0.2432 0.4632
H -0.59997 0.27613 2.92634 0.2902 0.1089 -0.8463
H -5.16123 12.51876 4.77823 0.3087 -0.3132 0.1187
H -8.89147 10.76167 4.17594 -0.2346 -0.8563 0.3301
O 5.86259 -6.29432 2.32229 0.5244 -0.7899 2.2730
H -4.95788 14.76431 5.79180 0.9213 0.6097 0.4224
N 5.23274 -2.09401 -6.02762 1.4814 0.3512 -0.2584
C -1.41336 -0.38031 2.61719 -0.0792 -0.5193 -1.0432
C -6.29096 -4.59408 -4.39357 0.5431 1.9080 -0.6267
S 4.71250 -6.59295 5.38832 -3.5404 2.5944 5.9049
H -0.98491 -6.29984 -8.49107 -0.0132 0.0780 0.1637
H -5.15053 9.26536 7.63257 -0.1296 -0.4539 0.5076
H 3.35288 -2.26684 -6.87779 0.1538 0.0685 -0.0851
H -2.65896 13.50783 5.14472 -0.8866 -0.1087 -0.5590
N -1.55996 2.76805 8.36142 1.1048 -2.0610 0.2640
H -6.89473 -5.76945 -7.23448 0.4610 -0.5818 0.0409
C -1.36655 3.58078 0.79431 -1.2911 -0.7915 0.2902
H 4.81637 -10.43235 1.16089 -0.1554 -0.0204 0.2893
C -1.04188 -1.83107 2.80117 -0.1290 -1.2661 1.7197
H -6.43108 10.49491 3.04987 0.2790 -0.1517 0.2584
C -2.03747 -6.51557 -6.54720 0.3007 -1.0881 -1.3121
H 3.00967 4.18354 -3.01198 0.6715 -0.6134 0.0150
H 6.61647 -8.34821 -3.20894 -0.0436 -0.0461 0.1134
H 0.78850 -11.34779 0.05054 0.1631 0.4661 0.3350
C 5.92134 -1.70593 -3.92077 -0.3330 -0.6568 -2.7472
H 3.52005 4.37246 -7.56934 -0.2320 0.1741 0.1182
H -0.41899 4.34293 7.60669 0.5963 -0.1429 0.0390
O 3.68767 -5.88464 4.62509 1.0666 -0.1318 0.9268
H 2.23370 -10.02057 -1.72615 0.0213 -0.0257 -0.1167
C -7.05711 -6.08620 -6.20424 0.7063 0.5943 0.9995
N 2.86863 -10.55497 0.21526 -1.3354 0.9206 -0.3460
H 4.60498 9.64012 -2.42034 0.6840 0.2060 0.1514
H 3.27886 -8.60617 0.71865 -0.2261 0.3155 0.9499
H 3.53552 -11.22605 -1.61832 0.0972 0.1395 -0.4292
H 2.81636 8.64460 -3.61716 -0.0255 0.1024 -0.8015
C 4.06169 7.04975 -4.58385 -1.3515 -0.5385 -1.0519
H 9.73845 -3.10215 -3.07531 -0.0075 0.1598 -0.3287
H -3.03763 2.10364 0.94428 -0.2626 0.7248 0.0373
H 0.98283 5.28602 -6.93779 -0.2017 -0.1326 0.4863
C 0.80891 -0.10823 8.17925 0.1700 -0.9240 0.5308
H -8.38067 11.42524 6.64637 0.6438 -0.0524 0.5119
C -5.45839 12.82751 5.78045 -0.7795 -1.7988 1.0727
S 6.45647 -6.66337 3.61919 1.1346 -0.8660 -1.3517
H 8.15949 -3.83100 -3.34539 -0.5041 0.7194 0.8507
O 5.47675 -5.93806 6.45702 -1.6201 -0.3110 -2.1964
C 3.56731 5.11968 -2.98384 -3.3716 -0.6846 -0.5900
C -4.57585 -6.45744 -6.53638 0.7010 -0.3572 3.0395
H -4.85143 13.96518 7.39733 0.3708 0.6306 0.0993
C -0.21031 -2.33924 1.62432 -0.7877 -0.2625 -0.0356
N 5.45668 -7.62001 4.61621 4.0968 -0.5297 -4.5882
C -6.23644 9.35241 7.59619 0.5434 0.7674 -1.4675
C 0.57353 2.31152 7.89236 -0.6871 0.9618 -1.1859
C 8.36284 -1.79053 -4.25599 0.9571 -0.9907 -0.8705
H -6.20139 -6.46778 -3.34292 -0.8218 -0.3963 -0.7080
H -6.03766 11.99599 7.75136 0.0189 -0.0021 -0.0122
H -1.45091 3.61586 -0.29185 0.0822 0.4716 -0.1037
H 3.52396 7.56304 -2.59692 0.8339 0.1684 0.4508
C -5.82220 9.76046 5.11250 0.5792 0.2378 -0.6916
C 4.04679 -11.18950 1.01067 -0.9018 0.8927 -0.9140
C -3.05379 13.55123 6.15976 -0.0757 0.9299 -0.1952
H -2.06427 0.75761 9.00619 0.2640 -0.0490 -0.0820
H -5.64965 -3.89292 -4.92760 0.8977 -0.2188 0.3943
H 1.36903 -0.06031 7.24540 0.0521 -0.2434 0.2222
H 3.80434 -1.85011 -4.44245 -0.0005 -0.0712 -0.3991
H -3.28268 -1.87584 0.89897 0.6787 -0.0618 0.5195
H 4.46074 9.88020 -5.40541 -0.0620 -0.7374 -0.1775
H 1.14435 5.08080 -4.47868 0.6996 -0.6208 0.1732
C 4.39119 -2.19602 -7.20182 -0.2990 -0.7703 -0.5588
H 8.90015 -1.47260 -5.14948 0.7001 0.3185 0.5080
Cl 4.09698 1.35142 1.73083 -0.6021 -0.0042 -0.3169
C 4.89076 9.18598 -3.36911 -0.9134 -0.1834 0.2880
C 3.39422 -11.82409 2.25075 1.0623 0.7582 -0.9363
H 5.07318 -9.29478 -0.87538 0.2394 -0.3572 0.0995
H -3.43668 -8.17320 -6.18432 0.5773 -0.1922 0.1446
H -7.54540 -4.04054 -6.11976 -0.3046 0.3800 0.7145
H -4.82945 10.15257 4.89158 -0.2208 0.9354 0.3014
H 3.87512 -9.58539 -3.61465 -0.5049 1.1286 -0.4401
H 4.03025 10.95533 -4.23346 0.6945 0.6926 0.2449
C 1.92837 5.57052 -6.47616 0.4845 -0.2323 -0.2826
F 3.84321 -7.66985 6.27446 0.1459 0.5748 -0.7327
H 5.42765 -7.96838 -4.43575 0.2253 0.1554 -0.1187
C 4.83076 10.24736 -4.44814 -0.8506 -0.3222 -1.2364
H -1.89576 4.82857 2.54471 -0.2144 -0.2203 -0.0014
H 3.92642 -8.16601 -1.28399 -0.5605 0.0408 -0.6091
H 1.89718 -13.28730 1.80425 -0.2671 0.0857 -0.0887
H -0.30749 3.55767 1.05118 0.0153 0.1659 0.0461
H -1.92508 -2.46082 2.90821 -0.3055 0.1727 -0.2811
H -3.17149 4.81268 1.24951 0.0360 -0.2514 0.1627
H 1.46533 -0.16533 9.04756 0.2402 0.4142 -0.1579
H 6.04550 -1.31248 -2.92269 -0.1730 -0.5006 0.0659
H -6.69435 8.41248 7.28804 -0.0713 0.1479 0.2577
H 0.25584 -1.04412 8.25854 -0.4986 0.3593 -0.3854
H 3.85037 3.64717 -4.74126 0.2521 -0.0248 -0.5022
C 4.22302 -9.18111 -1.54800 1.3775 -0.6986 0.3276
O 7.36317 -5.76413 4.26988 -1.5716 0.3047 -0.0935
C -0.39528 3.29796 7.87847 0.3990 -0.2697 0.4388
H -1.60919 0.98511 -0.57028 0.4760 0.1413 -0.0365
N 7.01052 -1.87978 -4.77959 -1.7253 0.5473 0.6335
H 8.34051 -1.01316 -3.49223 0.2749 -0.1633 -0.0729
H 7.23020 -2.20267 -6.88405 -0.1629 0.0380 -0.0294
H 4.56329 4.97171 -2.56643 0.0826 0.5266 -0.7536
C -1.32373 1.43986 8.61565 1.8801 -0.0196 -1.2467
C -6.07053 -8.26713 -5.34344 0.2645 1.2943 -1.1134
C 3.20298 -10.24447 -1.28067 -0.7544 -1.2491 1.5986
H 1.59196 2.41006 7.54672 -0.0332 -0.1935 0.1067
C -3.29207 -7.12752 -5.91272 -0.5490 0.7837 -1.6825
H 5.13186 6.87282 -4.69128 -0.0994 -0.2896 0.2433
C 1.85394 5.76133 -4.94928 -0.2006 0.9294 -0.3294
H -3.62937 3.17613 8.13778 0.2794 -0.3066 -0.2976
C 4.73337 -9.31055 -3.00149 -1.4761 -1.8182 0.7340
C -0.53214 -1.32157 0.56270 -0.0323 0.7397 -1.1731
F 7.50304 -7.78707 3.26638 -0.5817 -0.9423 -0.4989
C -6.83828 10.01830 3.94157 -0.2302 0.1253 1.6923
H 0.35871 -0.71501 0.39979 -0.1815 0.2588 0.2502
H -7.07082 -8.45799 -4.95472 0.2009 0.7264 0.6485
C -1.88197 -6.77354 -8.09233 -0.1891 0.3577 1.1887
H -2.28207 0.02031 3.13962 -0.2502 -0.5230 -0.2242
H -6.46778 -4.15040 -3.41379 -0.7059 0.1851 -0.2311
C -1.29559 1.01379 0.47323 -0.7747 0.4757 1.9866
C -1.98915 2.23445 1.21201 0.3432 -1.2423 -0.7243
H -3.13329 -7.07155 -4.83580 -0.7270 0.2357 0.0720
H -2.38177 14.32774 6.52518 -0.1964 -0.1255 0.7834
C 8.90820 -3.16773 -3.77851 -0.8543 -0.4413 -0.2342
C 3.87661 4.53484 -5.37328 -0.0185 1.0655 -0.7074
C -5.53523 11.61630 6.86170 -1.3703 0.9734 -1.8581
H 2.37380 3.54178 -6.44828 0.1362 -0.3138 -0.6446
H -8.28965 -5.08448 -4.81085 -0.3796 0.5729 -0.2794
N 0.00760 1.10386 8.22581 -3.4164 3.0830 1.2781
C 4.83541 -1.91560 -4.75711 -0.5180 1.0271 2.7730
C -2.10665 4.76406 1.47725 1.2199 -0.0005 -1.0775
H -4.53923 11.27631 7.14543 -0.1318 -0.2205 -0.2639
C -7.90702 10.92141 4.61575 -0.6278 0.0865 -1.3926
N -1.66202 -0.37276 1.05182 1.0739 0.5072 0.8092
C 2.37399 -9.20102 0.84298 1.4524 -1.6382 -0.5951
C -2.79017 3.50636 8.74998 -0.7196 -1.7848 1.3230
H 4.04503 -12.66255 2.49883 -0.3547 -0.0395 0.3868
C -4.56607 13.91185 6.34670 0.7180 -1.1344 -0.7816
C 3.76376 8.11754 -3.50419 0.2419 -0.9566 -0.2487
H -3.23179 -0.79346 -0.39277 0.2101 0.6973 0.0481
H 5.30353 -10.19267 -3.29278 0.3447 -0.5200 1.2164
H 3.38145 -11.10038 3.06571 0.1199 -0.1865 0.0541
H -8.45594 9.70653 6.25332 0.3952 -0.1583 0.3525
H 3.65041 7.26703 -5.56962 0.5097 0.7937 -0.0537
N -6.38857 10.35445 6.43709 0.1368 0.0576 -0.1071
H 5.29860 -7.25814 -2.84036 -0.0916 0.0623 0.0238
H -6.62546 9.76855 8.52548 -0.1122 -0.0575 -0.2417
H -1.64433 5.63848 1.01927 -0.2122 0.3569 0.2205
H -1.77719 -7.84164 -8.28283 -0.3244 0.0366 -0.1357
H -4.21126 3.39884 10.26941 -0.2514 -0.0236 0.2124
H -1.93854 2.20330 2.30040 0.2039 -0.4987 0.0275
H -4.71245 -5.92319 -3.83226 0.2416 0.2426 -0.1642
H -7.86939 -6.81194 -6.16412 0.3184 -0.0261 -0.0191
H 4.51793 -1.37980 -7.91304 0.0778 0.1825 0.3869
H 4.42689 -11.90448 0.28099 0.1050 -0.2984 0.2904
H -2.78595 12.57861 6.57251 -0.0917 0.1373 0.4465
C -3.06861 -0.82884 0.68436 0.4150 -0.2332 0.3102
H 4.88315 4.79109 -5.70389 0.0948 -0.0274 0.5375
H -2.73180 -6.32731 -8.60880 0.0023 -0.2923 -0.2919
H -0.80040 -1.62412 -0.44954 -0.2753 -0.4980 0.1803
C -5.74950 -5.91686 -4.16779 3.2724 -2.2453 -0.2834
H -2.02377 -5.43916 -6.37610 0.1771 -0.0152 0.2938
H 2.06391 -9.43596 1.86119 0.1738 0.5110 -0.0865
C -3.16320 3.10233 10.22761 -1.2511 1.6738 -1.0625
H 1.37952 6.72788 -4.77955 0.7245 0.3159 0.5632
C 6.57756 -2.04750 -6.03767 0.4614 -0.4652 0.9598
N -5.74121 -6.69372 -5.52662 -3.3253 -1.3931 -0.7683
H -3.79205 -0.25679 1.26530 0.1242 0.2513 -0.3523
H -0.22501 1.03817 0.67668 -0.0276 0.4010 -0.6358
H -5.51083 8.72038 5.20936 -0.9742 -0.3027 0.5113
H -0.52340 -2.07146 3.72935 0.1356 0.5877 0.1380
H 4.66323 -3.11405 -7.72269 -0.1936 -0.0143 -0.0244
C 5.55292 -8.17462 -3.37280 0.9348 2.1004 -1.3455
H -0.54942 -3.34829 1.38997 0.0594 0.0685 -0.1729
H -6.43432 13.29149 5.63774 -0.3113 -0.4240 0.2881
H 2.85966 5.60346 -2.31057 0.7167 0.8837 0.1027
H -5.30698 -8.82435 -4.80066 0.0164 0.4570 -0.0397